Below is a molecular structure, C19H23ClINO3V, with properties calculated with the ωB97M-V functional and the def2-TZVPD basis.

Last column: Löwdin charge in e.
Positions of all 49 atoms, in Å:
V (-1.327744, 1.010203, 3.776401)  0.716
C (-3.277361, 1.665382, 4.878329)  -0.227
C (-2.657578, 2.867177, 4.560076)  -0.231
C (-2.448992, 2.885889, 3.109209)  -0.258
C (-3.064072, 1.746063, 2.545778)  -0.259
C (-3.500764, 0.938787, 3.628869)  -0.234
C (-4.145702, -0.401640, 3.546754)  0.029
C (-3.175941, 1.430960, 1.091752)  0.014
C (-1.884243, 4.038459, 2.343749)  -0.012
C (-2.338639, 3.984818, 5.490182)  0.004
C (-3.707678, 1.195452, 6.228003)  0.014
H (-5.217684, -0.286258, 3.732343)  0.128
H (-3.769840, -1.085449, 4.309901)  0.103
H (-4.017294, -0.858702, 2.569399)  0.097
H (-4.067401, 1.913441, 0.686193)  0.119
H (-3.263262, 0.361363, 0.917053)  0.092
H (-2.315199, 1.794382, 0.533347)  0.096
H (-2.696607, 4.730886, 2.107362)  0.125
H (-1.439549, 3.726729, 1.400460)  0.097
H (-1.149663, 4.602447, 2.918167)  0.064
H (-3.194209, 4.665447, 5.522687)  0.125
H (-1.479820, 4.569268, 5.165538)  0.071
H (-2.164003, 3.636210, 6.506502)  0.095
H (-3.640831, 0.112332, 6.321909)  0.092
H (-4.752463, 1.468925, 6.393514)  0.120
H (-3.119369, 1.651801, 7.021663)  0.091
N (0.843741, -0.433636, 6.972686)  0.277
C (0.565599, 0.233770, 5.884022)  -0.518
O (-0.614285, 0.254707, 5.428051)  -0.100
C (1.683162, 0.932757, 5.157225)  -0.405
I (0.903755, 2.577944, 4.039425)  1.363
H (0.121805, -0.968587, 7.440001)  0.166
H (1.775804, -0.460249, 7.361615)  0.159
H (2.121200, 0.243873, 4.434287)  0.097
H (2.452949, 1.317461, 5.821055)  0.084
Cl (6.527523, -5.464038, -14.602337)  0.840
C (5.901657, -4.882780, -13.139222)  -0.615
C (6.369830, -3.661467, -12.636334)  -0.048
C (5.871972, -3.182301, -11.454132)  0.036
C (4.892814, -3.946045, -10.777595)  -0.173
C (4.418267, -5.178499, -11.283094)  0.036
C (4.930881, -5.637638, -12.466931)  -0.048
C (4.385749, -3.473756, -9.585366)  0.047
O (3.974146, -3.083782, -8.613269)  0.377
O (-0.912051, 0.117517, 2.581837)  -0.192
H (7.118899, -3.108694, -13.184930)  0.130
H (6.218677, -2.242232, -11.047094)  0.144
H (3.668439, -5.744157, -10.747133)  0.144
H (4.595375, -6.574539, -12.887905)  0.130

Forces on atoms 1 to 3 (eV/Å):
-0.164 -0.022 0.086
-0.020 0.021 0.076
-0.017 -0.062 -0.049

Calculated values
Spin multiplicity: 1
E_HOMO (alpha / beta), eV: -16.0 / -16.0
Charge: +3
M, g mol⁻¹: 526.7
Electronic energy, hartree: -2719.29459
Energy above the lowest of the compared OMol25 structures with the same formula, charge and spin, kJ/mol: 0.0
Gap between HOMO and LUMO (alpha / beta), Eh: 0.235 / 0.235